Entry from the Open Molecules 2025 dataset: a cluster of 6 separate species, C64H143N3OP2 in total in a non-equilibrium geometry (ωB97M-V/def2-TZVPD).

Last columns: bonded neighbours and bond lengths (Å).
Cartesian coordinates (Å):
1 C 0.033 0.988 -2.623  O2 1.384, H3 1.105, H4 1.108, H5 1.115
2 O -1.212 1.307 -2.110  C1 1.384
3 H 0.288 -0.077 -2.472  C1 1.105
4 H 0.173 1.289 -3.680  C1 1.108
5 H 0.854 1.570 -2.144  C1 1.115
6 C 1.466 -0.471 2.091  C7 1.544, H23 1.088, H24 1.097, H25 1.089
7 C 2.313 -1.752 2.259  C6 1.544, C8 1.536, H26 1.091, H27 1.094
8 C 1.614 -2.690 3.255  C7 1.536, C9 1.559, H28 1.090, H29 1.093
9 C 2.101 -4.159 3.064  C8 1.559, P10 1.826, H30 1.092, H31 1.092
10 P 1.461 -5.307 4.331  C9 1.826, C11 1.795, C15 1.850, C19 1.857
11 C -0.149 -5.966 3.890  P10 1.795, C12 1.540, H32 1.089, H33 1.096
12 C -1.248 -4.913 3.658  C11 1.540, C13 1.538, H34 1.095, H35 1.092
13 C -2.574 -5.622 3.338  C12 1.538, C14 1.526, H36 1.092, H37 1.088
14 C -2.959 -6.635 4.412  C13 1.526, H38 1.095, H39 1.094, H40 1.093
15 C 2.596 -6.767 4.410  P10 1.850, C16 1.530, H41 1.095, H42 1.094
16 C 4.084 -6.505 4.650  C15 1.530, C17 1.531, H43 1.094, H44 1.093
17 C 4.988 -7.184 3.619  C16 1.531, C18 1.527, H45 1.096, H46 1.090
18 C 6.460 -6.869 3.876  C17 1.527, H47 1.090, H48 1.092, H49 1.089
19 C 1.232 -4.471 5.973  P10 1.857, C20 1.556, H50 1.089, H51 1.087
20 C 0.876 -5.540 7.046  C19 1.556, C21 1.542, H52 1.093, H53 1.091
21 C 1.936 -5.544 8.165  C20 1.542, C22 1.536, H54 1.091, H55 1.093
22 C 1.804 -6.717 9.149  C21 1.536, H56 1.088, H57 1.090, H58 1.093
23 H 1.794 0.136 1.249  C6 1.088
24 H 1.604 0.061 3.040  C6 1.097
25 H 0.390 -0.614 2.004  C6 1.089
26 H 3.288 -1.468 2.658  C7 1.091
27 H 2.466 -2.156 1.255  C7 1.094
28 H 0.524 -2.666 3.268  C8 1.090
29 H 1.934 -2.295 4.222  C8 1.093
30 H 3.187 -4.088 3.146  C9 1.092
31 H 1.864 -4.600 2.094  C9 1.092
32 H -0.472 -6.676 4.650  C11 1.089
33 H 0.081 -6.459 2.938  C11 1.096
34 H -0.865 -4.291 2.842  C12 1.095
35 H -1.405 -4.303 4.549  C12 1.092
36 H -2.480 -6.171 2.399  C13 1.092
37 H -3.403 -4.917 3.362  C13 1.088
38 H -2.830 -6.290 5.443  C14 1.095
39 H -2.507 -7.631 4.412  C14 1.094
40 H -4.019 -6.872 4.298  C14 1.093
41 H 2.420 -7.351 3.501  C15 1.095
42 H 2.135 -7.372 5.196  C15 1.094
43 H 4.355 -7.000 5.587  C16 1.094
44 H 4.298 -5.441 4.778  C16 1.093
45 H 4.748 -6.780 2.628  C17 1.096
46 H 4.735 -8.244 3.638  C17 1.090
47 H 6.872 -7.466 4.690  C18 1.090
48 H 6.586 -5.816 4.136  C18 1.092
49 H 7.071 -7.054 2.994  C18 1.089
50 H 0.386 -3.813 5.780  C19 1.089
51 H 2.127 -3.937 6.283  C19 1.087
52 H 0.806 -6.558 6.651  C20 1.093
53 H -0.126 -5.336 7.426  C20 1.091
54 H 1.840 -4.644 8.774  C21 1.091
55 H 2.912 -5.533 7.674  C21 1.093
56 H 2.447 -6.597 10.017  C22 1.088
57 H 1.971 -7.690 8.687  C22 1.090
58 H 0.785 -6.720 9.544  C22 1.093
59 C -7.588 0.530 -3.200  C60 1.538, H76 1.088, H77 1.090, H78 1.097
60 C -6.228 -0.178 -3.076  C59 1.538, C61 1.540, H79 1.094, H80 1.090
61 C -5.651 0.019 -1.662  C60 1.540, C62 1.527, H81 1.093, H82 1.092
62 C -4.243 -0.567 -1.589  C61 1.527, P63 1.790, H83 1.099, H84 1.098
63 P -3.491 -0.908 0.000  C62 1.790, C64 1.829, C68 1.832, C72 1.810
64 C -4.696 -1.841 1.010  P63 1.829, C65 1.562, H85 1.089, H86 1.097
65 C -5.239 -3.201 0.466  C64 1.562, C66 1.521, H87 1.087, H88 1.096
66 C -6.425 -3.768 1.232  C65 1.521, C67 1.524, H89 1.093, H90 1.094
67 C -6.092 -4.361 2.596  C66 1.524, H91 1.091, H92 1.090, H93 1.094
68 C -3.193 0.725 0.776  P63 1.832, C69 1.539, H94 1.096, H95 1.095
69 C -4.423 1.367 1.443  C68 1.539, C70 1.509, H96 1.095, H97 1.093
70 C -4.439 2.875 1.383  C69 1.509, C71 1.538, H98 1.097, H99 1.097
71 C -4.536 3.580 0.020  C70 1.538, H100 1.096, H101 1.091, H102 1.087
72 C -1.904 -1.758 -0.183  P63 1.810, C73 1.541, H103 1.091, H104 1.095
73 C -2.014 -3.234 -0.610  C72 1.541, C74 1.537, H105 1.093, H106 1.094
74 C -0.653 -3.764 -1.088  C73 1.537, C75 1.531, H107 1.098, H108 1.092
75 C -0.611 -5.293 -1.160  C74 1.531, H109 1.089, H110 1.093, H111 1.087
76 H -8.258 0.057 -2.485  C59 1.088
77 H -7.977 0.603 -4.216  C59 1.090
78 H -7.507 1.602 -2.984  C59 1.097
79 H -5.582 0.271 -3.837  C60 1.094
80 H -6.349 -1.237 -3.304  C60 1.090
81 H -6.361 -0.385 -0.937  C61 1.093
82 H -5.636 1.094 -1.471  C61 1.092
83 H -3.552 0.102 -2.121  C62 1.099
84 H -4.135 -1.493 -2.167  C62 1.098
85 H -5.506 -1.154 1.251  C64 1.089
86 H -4.190 -2.104 1.947  C64 1.097
87 H -4.423 -3.915 0.391  C65 1.087
88 H -5.614 -2.978 -0.539  C65 1.096
89 H -6.905 -4.554 0.643  C66 1.093
90 H -7.245 -3.053 1.338  C66 1.094
91 H -5.642 -3.615 3.254  C67 1.091
92 H -5.557 -5.310 2.556  C67 1.090
93 H -7.035 -4.654 3.066  C67 1.094
94 H -2.755 1.386 0.020  C68 1.096
95 H -2.318 0.608 1.424  C68 1.095
96 H -4.416 1.073 2.497  C69 1.095
97 H -5.388 0.959 1.133  C69 1.093
98 H -3.610 3.314 1.952  C70 1.097
99 H -5.236 3.217 2.055  C70 1.097
100 H -3.642 3.268 -0.532  C71 1.096
101 H -4.411 4.649 0.202  C71 1.091
102 H -5.446 3.443 -0.558  C71 1.087
103 H -1.379 -1.764 0.774  C72 1.091
104 H -1.324 -1.254 -0.962  C72 1.095
105 H -2.739 -3.408 -1.410  C73 1.093
106 H -2.299 -3.830 0.261  C73 1.094
107 H 0.055 -3.499 -0.292  C74 1.098
108 H -0.443 -3.247 -2.027  C74 1.092
109 H -1.396 -5.667 -1.817  C75 1.089
110 H -0.771 -5.615 -0.129  C75 1.093
111 H 0.356 -5.656 -1.501  C75 1.087
112 C 2.199 8.304 -3.707  C113 1.537, H122 1.093, H123 1.089, H124 1.092
113 C 1.575 8.008 -2.334  C112 1.537, C114 1.504, H125 1.094, H126 1.092
114 C 1.198 6.555 -2.234  C113 1.504, C115 1.533, H127 1.094, H128 1.094
115 C 0.234 6.238 -1.085  C114 1.533, N116 1.507, H129 1.091, H130 1.091
116 N 0.023 4.764 -0.855  C115 1.507, C117 1.514, C120 1.525, C121 1.514
117 C 1.146 4.064 -0.120  N116 1.514, C118 1.525, H131 1.087, H132 1.091
118 C 0.507 3.013 0.782  C117 1.525, C119 1.524, H133 1.091, H134 1.091
119 C -1.003 3.218 0.743  C118 1.524, C120 1.536, H135 1.090, H136 1.088
120 C -1.168 4.596 0.083  N116 1.525, C119 1.536, H137 1.088, H138 1.087
121 C -0.291 4.026 -2.140  N116 1.514, H139 1.092, H140 1.087, H141 1.089
122 H 3.240 7.975 -3.761  C112 1.093
123 H 2.254 9.349 -4.006  C112 1.089
124 H 1.633 7.780 -4.481  C112 1.092
125 H 0.728 8.693 -2.238  C113 1.094
126 H 2.286 8.312 -1.564  C113 1.092
127 H 2.092 5.928 -2.175  C114 1.094
128 H 0.629 6.262 -3.121  C114 1.094
129 H -0.737 6.679 -1.315  C115 1.091
130 H 0.551 6.686 -0.142  C115 1.091
131 H 1.892 3.711 -0.827  C117 1.087
132 H 1.621 4.852 0.467  C117 1.091
133 H 0.831 2.012 0.495  C118 1.091
134 H 0.913 3.157 1.784  C118 1.091
135 H -1.526 2.466 0.154  C119 1.090
136 H -1.466 3.281 1.725  C119 1.088
137 H -2.054 4.635 -0.547  C120 1.088
138 H -1.124 5.404 0.808  C120 1.087
139 H -0.760 3.092 -1.824  C121 1.092
140 H 0.622 3.943 -2.723  C121 1.087
141 H -0.927 4.693 -2.720  C121 1.089
142 C 4.073 4.357 2.919  C143 1.533, H154 1.091, H155 1.091, H156 1.090
143 C 5.020 3.323 3.539  C142 1.533, C144 1.539, H157 1.090, H158 1.090
144 C 5.600 2.382 2.468  C143 1.539, C145 1.512, H159 1.092, H160 1.095
145 C 6.382 3.085 1.381  C144 1.512, N146 1.524, H161 1.090, H162 1.092
146 N 6.916 2.111 0.338  C145 1.524, C147 1.512, C150 1.543, C151 1.506
147 C 7.923 1.160 0.945  N146 1.512, C148 1.532, H163 1.091, H164 1.087
148 C 8.922 0.738 -0.137  C147 1.532, C149 1.549, H165 1.088, H166 1.086
149 C 8.813 1.872 -1.186  C148 1.549, C150 1.525, H167 1.088, H168 1.085
150 C 7.835 2.897 -0.621  N146 1.543, C149 1.525, H169 1.087, H170 1.090
151 C 5.900 1.349 -0.471  N146 1.506, C152 1.535, H171 1.092, H172 1.087
152 C 4.897 2.244 -1.212  C151 1.535, C153 1.529, H173 1.095, H174 1.089
153 C 3.814 1.448 -1.942  C152 1.529, H175 1.093, H176 1.089, H177 1.088
154 H 3.480 4.013 2.071  C142 1.091
155 H 4.699 5.185 2.583  C142 1.091
156 H 3.414 4.644 3.739  C142 1.090
157 H 4.505 2.702 4.273  C143 1.090
158 H 5.837 3.813 4.069  C143 1.090
159 H 4.819 1.758 2.028  C144 1.092
160 H 6.309 1.748 3.010  C144 1.095
161 H 7.219 3.667 1.767  C145 1.090
162 H 5.855 3.797 0.744  C145 1.092
163 H 7.338 0.292 1.255  C147 1.091
164 H 8.400 1.594 1.820  C147 1.087
165 H 8.592 -0.198 -0.584  C148 1.088
166 H 9.919 0.567 0.257  C148 1.086
167 H 8.325 1.433 -2.054  C149 1.088
168 H 9.778 2.336 -1.362  C149 1.085
169 H 7.266 3.464 -1.353  C150 1.087
170 H 8.307 3.650 0.010  C150 1.090
171 H 5.315 0.754 0.233  C151 1.092
172 H 6.406 0.667 -1.149  C151 1.087
173 H 5.442 2.716 -2.036  C152 1.095
174 H 4.530 3.021 -0.544  C152 1.089
175 H 3.128 1.004 -1.216  C153 1.093
176 H 4.200 0.632 -2.551  C153 1.089
177 H 3.206 2.108 -2.557  C153 1.088
178 C -0.855 -1.551 -5.489  C179 1.514, H190 1.091, H191 1.091, H192 1.091
179 C -1.761 -0.621 -6.266  C178 1.514, C180 1.517, H193 1.094, H194 1.096
180 C -1.873 0.752 -5.631  C179 1.517, C181 1.525, H195 1.094, H196 1.095
181 C -2.842 1.653 -6.389  C180 1.525, N182 1.524, H197 1.091, H198 1.086
182 N -3.196 2.826 -5.481  C181 1.524, C183 1.524, C186 1.535, C187 1.524
183 C -4.379 3.621 -6.020  N182 1.524, C184 1.545, H199 1.090, H200 1.093
184 C -5.628 3.534 -5.114  C183 1.545, C185 1.514, H201 1.088, H202 1.088
185 C -4.957 3.149 -3.813  C184 1.514, C186 1.520, H203 1.096, H204 1.093
186 C -3.754 2.285 -4.157  N182 1.535, C185 1.520, H205 1.089, H206 1.085
187 C -1.982 3.713 -5.239  N182 1.524, C188 1.516, H207 1.090, H208 1.092
188 C -1.387 4.337 -6.485  C187 1.516, C189 1.528, H209 1.090, H210 1.093
189 C -0.211 5.239 -6.112  C188 1.528, H211 1.087, H212 1.094, H213 1.093
190 H -1.306 -1.693 -4.505  C178 1.091
191 H 0.165 -1.168 -5.420  C178 1.091
192 H -0.737 -2.487 -6.035  C178 1.091
193 H -2.749 -1.073 -6.399  C179 1.094
194 H -1.385 -0.516 -7.290  C179 1.096
195 H -0.907 1.262 -5.602  C180 1.094
196 H -2.154 0.713 -4.573  C180 1.095
197 H -3.830 1.233 -6.582  C181 1.091
198 H -2.453 2.067 -7.314  C181 1.086
199 H -4.057 4.648 -6.189  C183 1.090
200 H -4.631 3.319 -7.040  C183 1.093
201 H -6.079 4.523 -5.160  C184 1.088
202 H -6.384 2.812 -5.417  C184 1.088
203 H -4.616 4.042 -3.277  C185 1.096
204 H -5.644 2.709 -3.086  C185 1.093
205 H -3.043 2.433 -3.346  C186 1.089
206 H -3.998 1.258 -4.404  C186 1.085
207 H -1.314 3.027 -4.720  C187 1.090
208 H -2.469 4.407 -4.550  C187 1.092
209 H -2.113 4.808 -7.148  C188 1.090
210 H -0.921 3.581 -7.122  C188 1.093
211 H 0.120 5.894 -6.915  C189 1.087
212 H 0.649 4.603 -5.885  C189 1.094
213 H -0.411 5.835 -5.218  C189 1.093

Values from the calculation:
- Charge: +4
- Lowest unoccupied orbital energy: -6.8458 eV
- Molar mass: 1032.8 Da
- HOMO: -14.769 eV
- Gap between HOMO and LUMO: 7.9233 eV



Entry from the Open Molecules 2025 dataset: a cluster of 2 separate species, C6H11N3O in total in a non-equilibrium geometry (ωB97M-V/def2-TZVPD).

Last columns: bonded neighbours and bond lengths (Å).
Cartesian coordinates (Å):
1 C -0.600 2.512 -0.360  C3 1.485, H10 1.097, H11 1.084, H12 1.101
2 C -0.123 -0.035 2.052  N5 1.312, N6 1.347, H7 1.079
3 C -0.763 1.499 0.713  C1 1.485, C4 1.372, N5 1.365
4 C -1.870 0.729 0.966  C3 1.372, N6 1.381, H9 1.074
5 N 0.303 1.038 1.429  C2 1.312, C3 1.365
6 N -1.435 -0.249 1.838  C2 1.347, C4 1.381, H8 1.005
7 H 0.511 -0.574 2.740  C2 1.079
8 H -2.068 -0.834 2.355  N6 1.005
9 H -2.921 0.916 0.845  C4 1.074
10 H -1.320 3.339 -0.326  C1 1.097
11 H -0.547 2.172 -1.388  C1 1.084
12 H 0.313 3.068 -0.098  C1 1.101
13 C 2.144 -0.890 -1.393  C14 1.495, H17 1.083, H18 1.079, H21 1.088
14 C 1.210 -2.033 -1.161  C13 1.495, O15 1.207, N16 1.425
15 O 1.591 -3.173 -1.043  C14 1.207
16 N -0.172 -1.688 -1.107  C14 1.425, H19 1.012, H20 1.016
17 H 2.033 -0.214 -0.555  C13 1.083
18 H 1.953 -0.354 -2.309  C13 1.079
19 H -0.775 -2.281 -1.662  N16 1.012
20 H -0.614 -1.644 -0.194  N16 1.016
21 H 3.149 -1.304 -1.341  C13 1.088

Values from the calculation:
- Lowest unoccupied orbital energy: 0.7148 eV
- Molar mass: 141.2 Da
- HOMO: -8.827 eV
- ΔE to the lowest compared entry with this formula, charge and spin: 105.0 kJ/mol
- Gap between HOMO and LUMO: 9.5418 eV
- SMILES string: Cc1c[nH]cn1.CC(N)=O



Entry from the Open Molecules 2025 dataset: a cluster of 2 separate species, C3H8O2 in total in a non-equilibrium geometry (ωB97M-V/def2-TZVPD).

Last columns: bonded neighbours and bond lengths (Å).
Cartesian coordinates (Å):
1 C 1.377 -0.234 -0.951  O2 1.482, C3 1.525, H5 1.105, H6 1.107
2 O 0.874 -1.433 -0.240  C1 1.482, H7 0.949
3 C 0.441 0.900 -0.544  C1 1.525, C4 1.345, H8 1.108
4 C 0.260 1.996 -1.303  C3 1.345, H9 1.097, H10 1.159
5 H 2.444 -0.201 -0.666  C1 1.105
6 H 1.406 -0.240 -2.058  C1 1.107
7 H 0.539 -2.079 -0.849  O2 0.949
8 H -0.302 0.743 0.263  C3 1.108
9 H -0.285 2.819 -0.824  C4 1.097
10 H 0.853 2.287 -2.255  C4 1.159
11 H -3.057 -0.320 2.071  O13 0.977
12 H -2.219 -1.584 2.191  O13 0.948
13 O -2.355 -0.742 2.604  H11 0.977, H12 0.948

Values from the calculation:
- Lowest unoccupied orbital energy: 0.8102 eV
- Molar mass: 76.1 Da
- HOMO: -9.729 eV
- ΔE to the lowest compared entry with this formula, charge and spin: 201.3 kJ/mol
- Gap between HOMO and LUMO: 10.5392 eV
- SMILES string: C=CCO.O



Entry from the Open Molecules 2025 dataset: a cluster of 2 separate species, C2H5NO3 in total in a non-equilibrium geometry (ωB97M-V/def2-TZVPD).

Last columns: bonded neighbours and bond lengths (Å).
Cartesian coordinates (Å):
1 C 1.485 -0.311 0.291  O5 1.305, H10 1.079, H11 1.078
2 N -0.459 -0.088 -0.965  C3 1.306, H9 1.014
3 C -0.979 0.493 0.083  N2 1.306, O4 1.370, O6 1.263
4 O -2.242 1.017 0.002  C3 1.370, H7 0.967
5 O 1.383 -1.612 0.312  C1 1.305, H8 0.972
6 O -0.315 0.687 1.138  C3 1.263
7 H -2.418 1.447 0.850  O4 0.967
8 H 1.022 -1.914 -0.539  O5 0.972
9 H -1.023 -0.029 -1.805  N2 1.014
10 H 1.787 0.200 -0.610  C1 1.079
11 H 1.761 0.110 1.245  C1 1.078

Values from the calculation:
- Lowest unoccupied orbital energy: -0.1591 eV
- Molar mass: 91.1 Da
- HOMO: -8.934 eV
- ΔE to the lowest compared entry with this formula, charge and spin: 263.3 kJ/mol
- Gap between HOMO and LUMO: 8.7751 eV



Entry from the Open Molecules 2025 dataset: the molecule C3H3IO in a non-equilibrium geometry (ωB97M-V/def2-TZVPD).

Last columns: bonded neighbours and bond lengths (Å).
Cartesian coordinates (Å):
1 C -1.242 -1.192 0.974  C2 1.192, H6 0.965
2 C -0.703 -0.352 0.322  C1 1.192, C3 1.601
3 C 0.232 0.549 -0.614  C2 1.601, O4 1.360, I5 2.198, H7 1.045
4 O 1.336 -0.048 -1.138  C3 1.360, H8 1.025
5 I 0.653 2.325 0.612  C3 2.198
6 H -1.763 -1.757 1.558  C1 0.965
7 H -0.487 0.857 -1.306  C3 1.045
8 H 1.973 -0.382 -0.408  O4 1.025

Values from the calculation:
- Lowest unoccupied orbital energy (alpha / beta): 0.7049 / -3.5794 eV
- Molar mass: 182.0 Da
- HOMO (alpha / beta): -5.586 / -10.051 eV
- ΔE to the lowest compared entry with this formula, charge and spin: 178.7 kJ/mol
- 2S+1: 3
- Gap between HOMO and LUMO (alpha / beta): 6.2911 / 6.4713 eV



Computed energy, in the same sequence as the records: -3445.28041, -474.72616, -269.51822, -359.60905, -488.78710 Ha.